No. 1
# C54H120B6F24N6

A cluster of 12 separate species, C54H120B6F24N6 in total at a distorted geometry (ωB97M-V/def2-TZVPD, the Open Molecules 2025 dataset).

Results
- <S²>: 0.754
- Molecular weight: 1374.4 Da
- LUMO level (alpha / beta): -1.9 / -8.5 eV
- Multiplicity: 2
- Gap between HOMO and LUMO (alpha / beta): 9.9538 / 3.3726 eV
- Charge: +1

```
210
C54H120B6F24N6, DFT ωB97M-V/def2-TZVPD
C 2.288 -1.650 3.305
C 1.712 -2.605 4.405
C 2.091 -4.080 4.165
N 1.324 -5.102 5.074
C 1.018 -4.590 6.540
C 2.304 -4.334 7.387
C 3.101 -5.680 7.466
C 3.373 -6.260 6.026
C 2.129 -6.436 5.174
C -0.098 -5.463 4.508
H 1.681 -0.752 3.412
H 2.260 -1.894 2.243
H 3.323 -1.405 3.543
H 0.629 -2.487 4.369
H 2.050 -2.394 5.419
H 3.153 -4.237 4.353
H 1.778 -4.336 3.153
H 0.400 -3.694 6.482
H 0.397 -5.330 7.044
H 2.974 -3.557 7.018
H 1.996 -3.997 8.376
H 4.030 -5.506 8.008
H 2.565 -6.343 8.145
H 4.092 -5.687 5.440
H 3.891 -7.211 6.153
H 2.250 -6.712 4.126
H 1.434 -7.147 5.621
H -0.605 -6.203 5.127
H -0.070 -5.947 3.531
H -0.619 -4.506 4.474
C 1.256 2.897 -6.381
C 1.948 3.919 -5.507
C 1.915 3.491 -4.018
N 2.563 4.484 -3.061
C 2.297 4.066 -1.549
C 2.990 2.756 -1.140
C 4.493 2.814 -1.388
C 4.791 3.132 -2.901
C 4.065 4.483 -3.305
C 1.996 5.855 -3.300
H 0.271 2.606 -6.016
H 1.815 1.968 -6.270
H 1.182 3.200 -7.425
H 1.398 4.844 -5.677
H 2.976 4.055 -5.843
H 2.406 2.538 -3.822
H 0.883 3.361 -3.693
H 1.237 3.860 -1.397
H 2.489 4.922 -0.902
H 2.711 1.884 -1.732
H 2.840 2.488 -0.094
H 5.043 1.906 -1.141
H 4.949 3.536 -0.712
H 4.439 2.275 -3.475
H 5.874 3.184 -3.014
H 4.253 4.895 -4.297
H 4.319 5.290 -2.617
H 0.908 5.809 -3.362
H 2.447 6.268 -4.203
H 2.405 6.498 -2.522
C -2.946 1.116 -4.050
C -2.875 1.042 -2.528
C -1.698 0.090 -2.015
N -1.810 -0.330 -0.484
C -0.563 -1.186 -0.090
C 0.687 -0.161 -0.006
C 0.388 1.041 0.910
C -0.905 1.797 0.582
C -2.037 0.862 0.531
C -2.954 -1.398 -0.350
H -3.249 0.111 -4.342
H -1.956 1.269 -4.478
H -3.573 1.930 -4.415
H -3.789 0.709 -2.035
H -2.763 2.115 -2.373
H -0.841 0.722 -2.246
H -1.673 -0.869 -2.532
H -0.411 -1.895 -0.904
H -0.811 -1.562 0.902
H 0.910 0.388 -0.921
H 1.588 -0.656 0.355
H 1.166 1.801 0.979
H 0.315 0.797 1.970
H -0.728 2.302 -0.368
H -1.024 2.529 1.381
H -2.880 1.326 0.021
H -2.258 0.376 1.482
H -2.754 -2.141 -1.121
H -3.858 -0.915 -0.721
H -3.088 -1.692 0.691
C -3.893 -9.378 1.349
C -3.440 -8.171 0.500
C -1.900 -8.337 0.278
N -1.207 -7.175 -0.510
C 0.298 -7.558 -0.693
C 1.152 -6.339 -1.283
C 0.883 -4.998 -0.558
C -0.600 -4.660 -0.434
C -1.325 -5.820 0.267
C -1.794 -7.045 -1.892
H -3.545 -10.324 0.934
H -4.978 -9.341 1.455
H -3.394 -9.336 2.317
H -3.707 -7.224 0.968
H -3.948 -8.315 -0.453
H -1.737 -9.169 -0.407
H -1.373 -8.228 1.226
H 0.533 -7.907 0.312
H 0.406 -8.490 -1.248
H 2.223 -6.541 -1.295
H 0.893 -6.154 -2.325
H 1.190 -5.134 0.479
H 1.367 -4.152 -1.046
H -0.845 -3.796 0.185
H -1.101 -4.419 -1.371
H -0.973 -5.923 1.293
H -2.390 -5.597 0.323
H -1.672 -8.010 -2.383
H -1.273 -6.205 -2.351
H -2.872 -6.935 -1.772
C -7.316 4.575 -2.976
C -6.431 4.716 -4.198
C -5.107 5.500 -3.950
N -4.384 5.970 -5.297
C -4.376 4.843 -6.450
C -3.462 5.268 -7.614
C -2.073 5.683 -7.173
C -2.134 6.765 -6.113
C -2.968 6.371 -4.902
C -5.061 7.232 -5.810
H -6.837 3.943 -2.228
H -8.238 4.156 -3.379
H -7.515 5.533 -2.496
H -7.054 5.033 -5.035
H -6.102 3.743 -4.563
H -4.409 4.774 -3.534
H -5.360 6.310 -3.266
H -4.089 3.859 -6.078
H -5.404 4.784 -6.805
H -3.345 4.492 -8.372
H -3.976 6.056 -8.165
H -1.579 4.746 -6.915
H -1.557 6.089 -8.043
H -1.093 6.927 -5.834
H -2.434 7.783 -6.359
H -2.500 5.486 -4.470
H -2.979 7.174 -4.165
H -4.594 7.742 -6.654
H -5.198 7.923 -4.979
H -6.076 6.950 -6.089
C 6.977 -0.314 6.455
C 5.614 0.309 6.648
C 5.459 1.684 6.076
N 4.026 2.273 6.085
C 4.030 3.504 5.140
C 2.658 4.152 5.010
C 1.585 3.202 4.635
C 1.522 1.865 5.421
C 2.905 1.237 5.710
C 3.646 2.695 7.587
H 7.443 -0.009 5.518
H 7.005 -1.376 6.699
H 7.755 0.137 7.072
H 5.366 0.319 7.710
H 4.819 -0.301 6.220
H 5.855 1.664 5.061
H 6.120 2.393 6.575
H 4.512 3.139 4.233
H 4.693 4.308 5.460
H 2.802 4.942 4.273
H 2.454 4.647 5.959
H 1.622 3.048 3.557
H 0.578 3.592 4.784
H 0.822 1.244 4.863
H 1.034 2.079 6.371
H 3.310 0.801 4.797
H 2.936 0.472 6.485
H 2.734 3.288 7.515
H 4.394 3.362 8.016
H 3.247 1.962 8.288
B -1.910 -2.067 3.422
F -2.072 -2.233 4.809
F -1.563 -3.169 2.756
F -3.104 -1.690 2.992
F -1.048 -1.001 3.165
B -4.984 -4.941 -1.542
F -5.125 -3.603 -1.256
F -3.755 -5.029 -2.190
F -4.839 -5.726 -0.390
F -5.999 -5.329 -2.355
B 4.855 0.966 1.891
F 3.911 1.802 2.455
F 4.174 0.211 0.983
F 5.791 1.687 1.346
F 5.400 0.281 2.954
B -5.369 0.670 -6.958
F -6.219 1.167 -5.928
F -4.563 1.693 -7.460
F -4.491 -0.227 -6.370
F -6.234 0.058 -7.881
B 1.435 -0.981 -3.786
F 2.489 -0.279 -3.188
F 0.544 -0.071 -4.347
F 1.971 -1.745 -4.778
F 0.811 -1.795 -2.890
B -1.800 4.816 -1.377
F -2.861 4.084 -0.773
F -2.115 6.152 -1.411
F -0.694 4.611 -0.583
F -1.508 4.371 -2.635
```

These are the Mulliken partial charges, in e, on atoms 1 to 99: atom 1 (C): -0.844, atom 2 (C): 0.631, atom 3 (C): 0.173, atom 4 (N): 0.440, atom 5 (C): -0.806, atom 6 (C): -0.374, atom 7 (C): -0.863, atom 8 (C): -0.629, atom 9 (C): -0.727, atom 10 (C): -1.440, atom 11 (H): -0.284, atom 12 (H): 0.549, atom 13 (H): 0.413, atom 14 (H): -0.343, atom 15 (H): -0.115, atom 16 (H): 0.081, atom 17 (H): -0.385, atom 18 (H): 0.333, atom 19 (H): 0.630, atom 20 (H): 0.049, atom 21 (H): 0.546, atom 22 (H): 0.435, atom 23 (H): 0.328, atom 24 (H): 0.354, atom 25 (H): 0.449, atom 26 (H): 0.437, atom 27 (H): 0.411, atom 28 (H): 0.417, atom 29 (H): 0.519, atom 30 (H): 0.511, atom 31 (C): -1.418, atom 32 (C): -0.189, atom 33 (C): 0.322, atom 34 (N): 0.536, atom 35 (C): -0.185, atom 36 (C): 1.843, atom 37 (C): -1.181, atom 38 (C): -1.039, atom 39 (C): -0.863, atom 40 (C): -1.004, atom 41 (H): 0.152, atom 42 (H): 0.508, atom 43 (H): 0.403, atom 44 (H): 0.254, atom 45 (H): 0.198, atom 46 (H): 0.001, atom 47 (H): -0.249, atom 48 (H): -0.419, atom 49 (H): 0.490, atom 50 (H): -0.662, atom 51 (H): -0.611, atom 52 (H): 0.424, atom 53 (H): 0.522, atom 54 (H): 0.317, atom 55 (H): 0.544, atom 56 (H): 0.603, atom 57 (H): 0.606, atom 58 (H): 0.146, atom 59 (H): 0.434, atom 60 (H): 0.461, atom 61 (C): -1.043, atom 62 (C): 0.254, atom 63 (C): -0.209, atom 64 (N): 0.474, atom 65 (C): 0.446, atom 66 (C): 0.077, atom 67 (C): 0.513, atom 68 (C): 0.938, atom 69 (C): -1.411, atom 70 (C): -1.298, atom 71 (H): 0.614, atom 72 (H): 0.259, atom 73 (H): 0.116, atom 74 (H): 0.461, atom 75 (H): -0.481, atom 76 (H): -0.009, atom 77 (H): 0.550, atom 78 (H): 0.162, atom 79 (H): -0.138, atom 80 (H): -0.880, atom 81 (H): 0.701, atom 82 (H): -0.120, atom 83 (H): -0.592, atom 84 (H): -1.248, atom 85 (H): 0.926, atom 86 (H): 0.658, atom 87 (H): 0.478, atom 88 (H): 0.394, atom 89 (H): 0.390, atom 90 (H): 0.468, atom 91 (C): -1.535, atom 92 (C): 0.014, atom 93 (C): -0.729, atom 94 (N): 0.327, atom 95 (C): -0.697, atom 96 (C): -1.062, atom 97 (C): -0.140, atom 98 (C): 1.172, atom 99 (C): -0.485



No. 2
# C2H4FOP

A cluster of 2 separate species, C2H4FOP in total at a distorted geometry (ωB97M-V/def2-TZVPD, the Open Molecules 2025 dataset).

Results
- Molecular weight: 94.0 Da
- LUMO level (alpha / beta): -1.1 / -1.1 eV
- Multiplicity: 1
- Gap between HOMO and LUMO (alpha / beta): 8.0663 / 8.0614 eV
- Energy above the lowest of the compared OMol25 structures with the same formula, charge and spin: 244.6 kJ/mol

```
9
C2H4FOP, DFT ωB97M-V/def2-TZVPD
C -0.176 -0.342 0.020
C -0.371 0.266 -1.335
O -0.983 -0.919 0.729
F 1.223 -1.439 2.098
P 1.482 -0.171 1.115
H 0.496 0.263 -1.952
H -1.196 -0.256 -1.868
H -0.609 1.303 -1.046
H 0.134 1.294 2.240
```

Formally, the Mulliken partial charges of the atoms, in units of the elementary charge, are as follows: atom 1 (C): 0.464, atom 2 (C): -0.931, atom 3 (O): -0.454, atom 4 (F): -0.216, atom 5 (P): 0.267, atom 6 (H): 0.348, atom 7 (H): 0.281, atom 8 (H): 0.262, atom 9 (H): -0.021



No. 3
# C19H22N3S5Tm

A structure of composition C19H22N3S5Tm (ωB97M-V/def2-TZVPD, the Open Molecules 2025 dataset).

Results
- <S²>: 2.002
- Molecular weight: 621.7 Da
- LUMO level (alpha / beta): -1.1 / -1.1 eV
- Multiplicity: 3
- Gap between HOMO and LUMO (alpha / beta): 6.1170 / 6.1207 eV
- Energy above the lowest of the compared OMol25 structures with the same formula, charge and spin: 0.0 kJ/mol

```
50
C19H22N3S5Tm, DFT ωB97M-V/def2-TZVPD
Tm 0.212 1.071 0.121
C -3.484 1.060 -2.517
C -2.095 0.636 -2.973
C -1.213 1.854 -3.259
C -1.402 -0.328 -2.021
C -1.926 -0.707 -0.782
C -1.263 -1.633 0.024
C -0.058 -2.210 -0.369
C 0.646 -3.221 0.490
C 0.467 -1.828 -1.604
C -0.192 -0.913 -2.409
H -3.948 1.682 -3.282
H -3.446 1.650 -1.598
H -4.136 0.201 -2.347
H -2.203 0.081 -3.912
H -1.041 2.436 -2.348
H -1.708 2.527 -3.960
H -0.249 1.576 -3.687
H -2.868 -0.296 -0.443
H -1.702 -1.914 0.972
H 1.704 -2.974 0.590
H 0.576 -4.215 0.043
H 0.201 -3.269 1.484
H 1.418 -2.234 -1.929
H 0.244 -0.635 -3.360
C 5.005 -0.096 -2.767
S 4.718 -0.974 -1.226
C 3.270 -0.216 -0.564
S 2.427 0.980 -1.476
N 3.033 -0.707 0.623
N 1.840 -0.283 1.182
C 1.741 -0.479 2.441
C 0.470 -0.197 3.123
C 0.328 -0.445 4.475
C -0.901 -0.183 5.070
C -1.925 0.316 4.292
C -1.698 0.544 2.939
N -0.529 0.282 2.359
H 6.026 -0.348 -3.052
H 4.935 0.978 -2.623
H 4.320 -0.403 -3.554
H 2.586 -0.853 3.013
H 1.165 -0.820 5.047
H -1.042 -0.357 6.128
H -2.890 0.556 4.713
H -2.456 0.978 2.299
S -1.379 4.075 3.046
C -0.752 3.378 1.703
S 0.978 3.155 1.459
S -1.800 2.722 0.424
```

Formally, the Mulliken partial charges of the atoms, in units of the elementary charge, are as follows: atom 1 (Tm): 0.145, atom 2 (C): -1.588, atom 3 (C): 0.800, atom 4 (C): -1.317, atom 5 (C): -0.196, atom 6 (C): -0.099, atom 7 (C): -0.629, atom 8 (C): 0.962, atom 9 (C): -1.756, atom 10 (C): -0.558, atom 11 (C): -0.214, atom 12 (H): 0.432, atom 13 (H): 0.235, atom 14 (H): 0.394, atom 15 (H): 0.354, atom 16 (H): 0.199, atom 17 (H): 0.471, atom 18 (H): 0.341, atom 19 (H): 0.307, atom 20 (H): 0.338, atom 21 (H): 0.319, atom 22 (H): 0.472, atom 23 (H): 0.305, atom 24 (H): 0.342, atom 25 (H): 0.380, atom 26 (C): -0.853, atom 27 (S): -0.030, atom 28 (C): 0.504, atom 29 (S): -0.300, atom 30 (N): -1.538, atom 31 (N): 1.109, atom 32 (C): -0.694, atom 33 (C): 1.027, atom 34 (C): -1.026, atom 35 (C): -0.397, atom 36 (C): -0.981, atom 37 (C): -0.227, atom 38 (N): 0.614, atom 39 (H): 0.352, atom 40 (H): 0.311, atom 41 (H): 0.272, atom 42 (H): 0.326, atom 43 (H): 0.476, atom 44 (H): 0.436, atom 45 (H): 0.439, atom 46 (H): 0.541, atom 47 (S): -0.267, atom 48 (C): 0.272, atom 49 (S): -0.314, atom 50 (S): -0.491



No. 4
# C23H32CuN3O4SSi2

A structure of composition C23H32CuN3O4SSi2 (ωB97M-V/def2-TZVPD, the Open Molecules 2025 dataset).

Results
- <S²>: 0.755
- Molecular weight: 566.3 Da
- LUMO level (alpha / beta): 2.6 / 2.6 eV
- Multiplicity: 2
- Gap between HOMO and LUMO (alpha / beta): 5.5223 / 7.5927 eV
- Charge: -1
- Energy above the lowest of the compared OMol25 structures with the same formula, charge and spin: 0.0 kJ/mol

```
66
C23H32CuN3O4SSi2, DFT ωB97M-V/def2-TZVPD
Cu 0.056 0.335 -0.074
C -1.175 0.893 3.217
Si -0.138 -0.302 2.157
C 1.383 -0.684 3.209
C -1.157 -1.918 2.161
C -1.528 -2.554 3.356
C -2.263 -3.731 3.352
C -2.644 -4.299 2.139
C -2.282 -3.681 0.950
C -1.540 -2.491 0.939
Si -1.030 -1.620 -0.682
C -2.687 -1.404 -1.606
C -0.150 -2.975 -1.683
H -1.361 0.461 4.209
H -2.144 1.087 2.743
H -0.667 1.854 3.352
H 1.098 -0.884 4.249
H 2.093 0.148 3.183
H 1.901 -1.561 2.811
H -1.233 -2.120 4.310
H -2.538 -4.207 4.287
H -3.217 -5.220 2.124
H -2.584 -4.136 0.008
H -3.173 -2.375 -1.766
H -2.547 -0.927 -2.583
H -3.369 -0.777 -1.021
H -0.782 -3.868 -1.765
H 0.786 -3.262 -1.196
H 0.090 -2.631 -2.695
C -1.893 0.275 -4.917
C -0.562 0.962 -5.044
C -0.476 2.343 -5.156
C 0.756 2.982 -5.212
C 1.911 2.223 -5.179
C 1.852 0.837 -5.101
C 0.618 0.219 -5.025
S 3.474 3.037 -5.168
O 4.245 2.681 -6.327
O 3.225 4.428 -4.897
N 4.149 2.254 -3.896
C 3.489 2.431 -2.579
C 3.934 1.370 -1.593
C 2.905 1.121 -0.475
O 3.305 0.743 0.616
O 1.682 1.318 -0.841
H -2.713 0.969 -5.097
H -2.017 -0.142 -3.915
H -1.974 -0.548 -5.629
H -1.385 2.932 -5.156
H 0.835 4.061 -5.250
H 2.769 0.264 -5.049
H 0.565 -0.859 -4.916
H 5.154 2.397 -3.902
H 2.428 2.277 -2.744
H 3.625 3.442 -2.186
H 4.904 1.586 -1.148
H 4.009 0.418 -2.127
N -0.268 3.103 -1.202
C -0.995 4.188 -1.516
C -2.306 3.888 -1.210
C -2.258 2.574 -0.701
N -1.014 2.118 -0.703
H 0.729 2.901 -1.255
H -0.541 5.076 -1.924
H -3.168 4.524 -1.327
H -3.057 1.947 -0.333
```

Formally, the Mulliken partial charges of the atoms, in units of the elementary charge, are as follows: atom 1 (Cu): -1.162, atom 2 (C): -1.268, atom 3 (Si): 0.999, atom 4 (C): -1.143, atom 5 (C): 0.254, atom 6 (C): -0.505, atom 7 (C): -0.614, atom 8 (C): -0.664, atom 9 (C): -0.295, atom 10 (C): 0.031, atom 11 (Si): 1.122, atom 12 (C): -0.684, atom 13 (C): -1.163, atom 14 (H): 0.368, atom 15 (H): 0.267, atom 16 (H): 0.338, atom 17 (H): 0.377, atom 18 (H): 0.327, atom 19 (H): 0.274, atom 20 (H): 0.214, atom 21 (H): 0.368, atom 22 (H): 0.368, atom 23 (H): 0.221, atom 24 (H): 0.366, atom 25 (H): 0.137, atom 26 (H): 0.261, atom 27 (H): 0.382, atom 28 (H): 0.298, atom 29 (H): 0.179, atom 30 (C): -1.111, atom 31 (C): 1.051, atom 32 (C): -0.653, atom 33 (C): -0.488, atom 34 (C): -0.154, atom 35 (C): -0.270, atom 36 (C): -0.531, atom 37 (S): 1.387, atom 38 (O): -0.747, atom 39 (O): -0.714, atom 40 (N): -0.309, atom 41 (C): 0.402, atom 42 (C): -0.613, atom 43 (C): 0.275, atom 44 (O): -0.659, atom 45 (O): -0.580, atom 46 (H): 0.384, atom 47 (H): -0.432, atom 48 (H): 0.406, atom 49 (H): 0.311, atom 50 (H): 0.482, atom 51 (H): 0.371, atom 52 (H): 0.267, atom 53 (H): 0.314, atom 54 (H): -0.422, atom 55 (H): 0.246, atom 56 (H): 0.320, atom 57 (H): 0.261, atom 58 (N): 0.401, atom 59 (C): -0.217, atom 60 (C): -0.989, atom 61 (C): -0.328, atom 62 (N): 0.067, atom 63 (H): 0.264, atom 64 (H): 0.502, atom 65 (H): 0.378, atom 66 (H): 0.475



What is the formula in the first record? C54H120B6F24N6



Which formula does entry 3 have? C19H22N3S5Tm



Among the records above, which one has the lowest multiplicity? C2H4FOP